Record 1
Here is a 4-piece molecular cluster, C27H58FN5O4S overall at a distorted geometry from OMol25. Energies are from ωB97M-V/def2-TZVPD.

Calculated values
2S+1: 1
SMILES: CCOCCOC[C@H](C#N)[C@@H](C#N)S(=O)(=O)F.CCN(CC)CC.CCN(CC)CC.CCN(CC)CC
orbital gap: 7.09 eV
LUMO level: -0.949 eV
net charge: 0
electronic energy: -2136.075480 a.u.
E_HOMO: -0.29543 Eh
maximum force: 7.200 eV Å⁻¹

Geometry (Å):
C -3.013 -6.814 -0.670
C -1.848 -6.542 0.410
O -0.498 -6.775 -0.077
C -0.159 -5.753 -1.067
C 1.386 -5.298 -1.028
O 1.528 -4.010 -0.372
C 1.147 -2.913 -1.268
C 0.024 -2.027 -0.527
C -0.266 -2.715 0.904
N -0.475 -3.134 2.027
C -1.290 -1.685 -1.385
C -1.795 -2.826 -2.377
N -2.068 -3.837 -2.990
S -2.772 -1.286 -0.278
O -2.345 -0.321 0.789
O -3.369 -2.547 0.330
F -3.956 -0.695 -1.325
H -3.964 -6.231 -0.338
H -3.296 -7.932 -0.624
H -2.774 -6.476 -1.738
H -2.010 -7.273 1.293
H -2.022 -5.488 0.840
H -0.787 -4.827 -0.791
H -0.439 -6.068 -2.150
H 1.962 -6.119 -0.442
H 1.844 -5.285 -2.097
H 2.111 -2.266 -1.362
H 0.895 -3.255 -2.331
H 0.523 -1.008 -0.273
H -1.087 -0.690 -1.953
C -1.004 6.474 3.170
C -1.882 5.235 3.035
N -1.211 4.107 2.399
C -2.125 3.035 2.006
C -2.871 2.297 3.115
C 0.037 3.665 3.014
C -0.003 3.247 4.483
H -0.587 6.768 2.203
H -1.598 7.311 3.547
H -0.181 6.317 3.872
H -2.747 5.522 2.426
H -2.271 4.970 4.026
H -1.587 2.304 1.393
H -2.875 3.465 1.327
H -2.212 1.613 3.653
H -3.668 1.689 2.679
H -3.332 2.978 3.833
H 0.771 4.473 2.914
H 0.462 2.845 2.425
H -0.562 3.948 5.104
H 1.016 3.207 4.880
H -0.431 2.252 4.609
C 8.297 -2.759 -1.049
C 6.882 -3.014 -0.543
N 6.438 -4.394 -0.710
C 5.002 -4.570 -0.503
C 4.445 -4.292 0.892
C 7.284 -5.423 -0.114
C 7.554 -5.339 1.387
H 8.406 -3.076 -2.089
H 8.523 -1.690 -0.998
H 9.047 -3.279 -0.446
H 6.216 -2.356 -1.112
H 6.820 -2.693 0.504
H 4.713 -5.583 -0.805
H 4.477 -3.911 -1.210
H 4.700 -5.091 1.590
H 3.353 -4.246 0.847
H 4.798 -3.342 1.300
H 8.250 -5.414 -0.631
H 6.870 -6.412 -0.342
H 7.815 -4.330 1.712
H 8.398 -5.987 1.644
H 6.702 -5.683 1.973
C -3.295 3.481 -1.573
C -4.056 4.783 -1.351
N -3.347 5.966 -1.827
C -3.930 7.220 -1.356
C -5.344 7.565 -1.822
C -2.941 5.956 -3.230
C -4.031 5.772 -4.284
H -2.292 3.532 -1.138
H -3.826 2.653 -1.094
H -3.203 3.237 -2.635
H -4.218 4.878 -0.271
H -5.048 4.693 -1.810
H -3.261 8.050 -1.609
H -3.936 7.196 -0.257
H -5.354 7.889 -2.864
H -5.731 8.399 -1.229
H -6.037 6.730 -1.706
H -2.202 5.158 -3.365
H -2.386 6.874 -3.454
H -4.726 4.968 -4.034
H -3.572 5.513 -5.243
H -4.601 6.687 -4.443

Results of the Mulliken charge analysis, in e, for atoms 1 through 6:
1. C -0.845
2. C -0.073
3. O -0.439
4. C 0.388
5. C -0.739
6. O -0.200


Record 2
Here is C51H45N4O3P2SiTl as an isolated structure at a distorted geometry from OMol25. Energies are from ωB97M-V/def2-TZVPD.

Calculated values
2S+1: 1
energy relative to the best compared isomer or geometry (same formula, charge and spin): 0.000 eV
orbital gap: 6.21 eV
LUMO level: -0.136 eV
net charge: 0
electronic energy: -3559.847728 a.u.
E_HOMO: -0.23335 Eh
maximum force: 1.085 eV Å⁻¹

Geometry (Å):
Tl -1.991 -1.047 -0.451
C -0.431 -1.654 2.556
Si 0.724 -0.279 2.036
C 0.995 0.862 3.508
C 1.450 0.685 4.819
C 1.802 1.794 5.573
C 1.758 3.074 5.014
C 1.292 3.267 3.724
C 0.862 2.155 3.002
P 0.152 2.016 1.332
C -1.287 3.029 1.220
C -1.635 3.811 2.365
C -2.704 4.649 2.401
C -3.580 4.713 1.261
C -3.431 3.901 0.208
C -2.378 2.799 0.135
C 1.525 2.747 0.346
C 2.814 2.240 0.523
C 3.907 2.896 -0.014
C 3.728 4.061 -0.748
C 2.452 4.578 -0.917
C 1.353 3.935 -0.355
C 2.405 -1.058 1.627
C 3.444 -0.917 2.558
C 4.634 -1.613 2.408
C 4.813 -2.454 1.318
C 3.812 -2.577 0.368
C 2.611 -1.876 0.492
P 1.277 -1.949 -0.796
C 1.530 -3.669 -1.376
C 2.141 -4.024 -2.574
C 2.227 -5.361 -2.947
C 1.707 -6.354 -2.131
C 1.106 -6.009 -0.926
C 1.016 -4.675 -0.557
C 2.044 -0.932 -2.140
C 1.463 -0.940 -3.417
C 1.979 -0.149 -4.434
C 3.061 0.689 -4.199
C 3.638 0.711 -2.940
C 3.138 -0.093 -1.921
H 0.086 -2.187 3.365
H -0.633 -2.364 1.753
H -1.381 -1.267 2.945
H 1.548 -0.311 5.241
H 2.143 1.667 6.594
H 2.094 3.925 5.596
H 1.278 4.259 3.286
H -0.975 3.802 3.218
H -2.863 5.303 3.249
H -4.388 5.439 1.259
H -4.116 3.941 -0.635
H -3.697 1.311 -0.429
H 2.971 1.343 1.108
H 4.904 2.499 0.149
H 4.584 4.573 -1.172
H 2.303 5.496 -1.471
H 0.366 4.368 -0.448
H 3.320 -0.266 3.414
H 5.419 -1.503 3.147
H 5.739 -3.004 1.205
H 3.969 -3.214 -0.495
H 2.548 -3.261 -3.223
H 2.698 -5.623 -3.887
H 1.761 -7.392 -2.434
H 0.701 -6.778 -0.281
H 0.540 -4.406 0.383
H 0.608 -1.579 -3.610
H 1.528 -0.193 -5.419
H 3.454 1.315 -4.992
H 4.488 1.354 -2.743
H 3.626 -0.072 -0.957
O -1.282 4.071 -1.515
C -1.732 2.978 -1.277
N -3.048 1.479 0.338
C -3.793 1.467 1.606
C -4.031 0.102 2.196
C -4.056 -0.044 3.584
C -4.324 -1.285 4.130
C -4.571 -2.354 3.279
C -4.527 -2.121 1.917
N -4.263 -0.926 1.380
C -1.634 1.965 -2.413
C -0.788 2.308 -3.464
C -0.740 1.501 -4.588
C -1.546 0.380 -4.641
C -2.335 0.097 -3.543
N -2.382 0.853 -2.443
H -4.773 1.949 1.512
H -3.238 2.050 2.331
H -3.854 0.811 4.217
H -4.334 -1.421 5.205
H -4.785 -3.343 3.663
H -4.708 -2.929 1.213
H -0.189 3.202 -3.380
H -0.088 1.757 -5.415
H -1.550 -0.287 -5.494
H -2.956 -0.791 -3.540
N -3.671 -2.933 -1.935
C -2.770 -3.778 -2.744
C -1.595 -2.959 -3.301
O -1.364 -2.999 -4.513
O -0.954 -2.279 -2.424
H -4.313 -3.506 -1.403
H -4.244 -2.364 -2.545
H -3.279 -4.273 -3.569
H -2.331 -4.535 -2.092

Results of the Mulliken charge analysis, in e, for atoms 1 through 6:
1. Tl 1.324
2. C -0.946
3. Si 1.577
4. C 0.362
5. C -0.249
6. C -0.723


Record 3
Here is C22H21AuN2O2S as an isolated structure from OMol25. Energies are from ωB97M-V/def2-TZVPD.

Calculated values
2S+1: 1
energy relative to the best compared isomer or geometry (same formula, charge and spin): 0.129 eV
orbital gap: 5.77 eV
LUMO level: 4.555 eV
net charge: -2
electronic energy: -1644.897873 a.u.
E_HOMO: -0.04461 Eh
maximum force: 0.453 eV Å⁻¹

Geometry (Å):
Au 0.069 -1.268 1.960
C -0.456 2.462 -0.762
C 0.814 1.664 -1.070
C 0.753 0.943 -2.393
C 1.349 1.460 -3.533
C 1.341 0.762 -4.738
C 0.740 -0.486 -4.785
C 0.113 -1.036 -3.667
C -0.477 -2.425 -3.752
C -1.896 -2.467 -4.329
C 0.087 -0.297 -2.468
N -0.467 -0.797 -1.295
C -1.721 -0.923 -1.137
C -2.417 -1.398 0.031
C -3.798 -1.618 0.056
C -4.110 -2.082 1.340
C -2.896 -2.107 2.035
N -1.875 -1.707 1.257
H -0.377 2.945 0.214
H -1.327 1.804 -0.736
H -0.632 3.232 -1.522
H 0.974 0.927 -0.278
H 1.679 2.332 -1.071
H 1.860 2.416 -3.466
H 1.827 1.173 -5.616
H 0.764 -1.063 -5.706
H -0.472 -2.876 -2.759
H 0.173 -3.033 -4.387
H -2.593 -1.923 -3.694
H -2.255 -3.497 -4.417
H -1.923 -2.009 -5.322
H -2.400 -0.629 -1.951
H -4.475 -1.450 -0.771
H -5.081 -2.354 1.726
H -2.719 -2.368 3.069
O 0.028 -0.193 6.170
C 0.177 0.176 4.984
O -0.657 0.157 4.049
C 1.530 0.823 4.668
C 1.871 1.895 5.496
C 3.042 2.624 5.340
C 3.923 2.257 4.330
C 3.611 1.184 3.509
C 2.424 0.441 3.646
S 2.286 -0.956 2.554
H 1.183 2.138 6.297
H 3.266 3.454 6.001
H 4.849 2.803 4.178
H 4.294 0.892 2.718

Results of the Mulliken charge analysis, in e, for atoms 1 through 6:
1. Au 0.179
2. C -1.005
3. C -0.534
4. C 0.410
5. C -0.574
6. C -0.822


Question: The highest LUMO level belongs to which entry?
Answer: C22H21AuN2O2S